(A)
# C5H12N2O

A single C5H12N2O molecule (the ωB97M-V functional and the def2-TZVPD basis, the OMol25 dataset).

```
! RIJCOSX wB97M-V def2-TZVPD def2/J DEFGRID3
* xyz 0 1
O 0.50847 0.48447 1.86941
C 0.10687 0.15406 0.77189
N 0.22912 -1.15008 0.34592
C 0.00225 -2.23313 1.25637
C 0.47894 -1.47400 -1.01630
C -0.59087 1.17560 -0.16421
C 0.47956 1.84897 -1.04322
N -1.29525 2.14137 0.64275
H 0.75824 -2.37901 2.03165
H -1.01515 -2.32785 1.67333
H -0.02888 -3.22574 0.78681
H -0.19865 -1.00151 -1.74264
H 0.27009 -2.48373 -1.41030
H 1.48742 -1.29257 -1.38171
H -1.29156 0.60625 -0.79546
H 0.05204 2.61503 -1.68807
H 1.20780 2.22276 -0.31967
H 0.95842 1.17826 -1.75229
H -1.06311 3.06115 0.31693
H -1.05575 2.07969 1.61882
*
```

The frontier orbital gap comes out at 10.009 eV. The SMILES is C[C@H](N)C(=O)N(C)C. As for the lowest unoccupied orbital energy: 0.84 eV. The HOMO energy is -9.166 eV.

Results of the Mulliken charge analysis, in e, for atoms 1 through 5:
1. O -0.64
2. C 0.26
3. N 0.20
4. C -1.02
5. C -0.97

(B)
# C5H12N2O

A molecular structure, C5H12N2O (the ωB97M-V functional and the def2-TZVPD basis, the OMol25 dataset).

```
! RIJCOSX wB97M-V def2-TZVPD def2/J DEFGRID3
* xyz 0 1
C 1.44784 -0.04535 1.34806
C 1.53396 0.76620 -1.05748
C 0.70845 0.14766 0.04335
C -0.20242 -0.98825 -0.32865
O -0.42536 -1.12890 -1.71101
H -1.41167 -1.21020 -1.77936
H 0.05708 -1.93535 0.15205
H 2.24720 -0.78232 1.20558
H 1.90021 0.88911 1.69009
H 0.79340 -0.42705 2.13553
H 2.31181 0.05593 -1.36189
H 0.92968 0.97253 -1.94331
H 2.02518 1.68278 -0.71951
N -0.62435 1.24753 0.34831
C -1.59924 -0.40780 0.30136
N -2.67113 -0.51778 -0.46725
H -0.96919 1.63033 -0.53137
H -0.95452 1.58467 1.24868
H -3.43572 -0.96731 0.04020
H -1.66118 -0.56641 1.38662
*
```

The frontier orbital gap comes out at 8.689 eV. As for the lowest unoccupied orbital energy: 0.74 eV. The HOMO energy is -7.949 eV.

Results of the Mulliken charge analysis, in e, for atoms 1 through 5:
1. C -1.56
2. C -1.53
3. C 1.39
4. C -0.34
5. O -0.60

Least stable of them? (B).

(A)
# C5H12N2O

A single C5H12N2O molecule (the ωB97M-V functional and the def2-TZVPD basis, the OMol25 dataset).

```
! RIJCOSX wB97M-V def2-TZVPD def2/J DEFGRID3
* xyz 0 1
C 0.24670 -1.06720 0.42735
C 0.00888 0.18650 1.09494
C -1.34889 0.65677 1.44878
C 0.54897 1.52835 -0.62774
C 0.34451 -0.27088 -1.01208
N -1.00962 -0.26629 -1.55924
N 1.51058 -1.69971 0.72989
O 1.36866 -0.56748 -1.67554
H -0.62000 -1.72990 0.40232
H 0.86637 0.61897 1.59504
H -1.00564 0.31531 -2.39281
H -1.19945 -1.21525 -1.87400
H 1.37797 -2.65587 1.03033
H 2.05614 -1.69671 -0.13505
H -1.66203 0.07180 2.32487
H -2.04717 0.44674 0.63878
H -1.37882 1.71134 1.71766
H -0.16027 2.20886 -0.15640
H 0.53771 1.73898 -1.69923
H 1.56540 1.68567 -0.27783
*
```

The frontier orbital gap comes out at 8.126 eV. As for the lowest unoccupied orbital energy: -0.18 eV. The HOMO energy is -8.308 eV.

Results of the Mulliken charge analysis, in e, for atoms 1 through 5:
1. C -0.02
2. C -0.31
3. C -1.24
4. C -1.41
5. C 0.85

(B)
# C5H12N2O

A single C5H12N2O molecule (the ωB97M-V functional and the def2-TZVPD basis, the OMol25 dataset).

```
! RIJCOSX wB97M-V def2-TZVPD def2/J DEFGRID3
* xyz 0 1
C 2.04743 0.88708 -0.93821
N 1.15973 -0.21753 -0.95912
C 0.98277 -1.79998 0.86348
C 0.38638 -0.51755 0.30148
C -1.07400 -0.54630 0.04310
N -1.88477 0.55040 0.51004
C -3.32768 0.45421 0.11453
O 2.34649 1.46104 0.05731
H 2.64123 1.13018 -1.90011
H 0.71333 -0.65975 -1.72127
H 0.53608 -2.70112 0.40307
H 2.09008 -1.66539 0.83025
H 0.84058 -1.87159 1.97617
H 0.73448 0.34610 0.98542
H -1.46910 -1.56818 0.55990
H -1.23257 -0.82550 -1.00647
H -1.58694 1.38362 0.04015
H -3.58453 0.71199 -0.93556
H -3.70924 -0.47400 0.44476
H -3.75944 1.31052 0.70254
*
```

The frontier orbital gap comes out at 10.129 eV. The SMILES is CNC[C@@H](C)NC=O. As for the lowest unoccupied orbital energy: 0.90 eV. The HOMO energy is -9.225 eV.

Results of the Mulliken charge analysis, in e, for atoms 1 through 5:
1. C -0.01
2. N -0.27
3. C -1.49
4. C 0.53
5. C -0.68

(C)
# C5H12N2O

A single C5H12N2O molecule (the ωB97M-V functional and the def2-TZVPD basis, the OMol25 dataset).

```
! RIJCOSX wB97M-V def2-TZVPD def2/J DEFGRID3
* xyz 0 1
N -1.72570 -1.10999 0.47828
C -0.57569 -1.13431 -0.36767
C 0.05173 -2.50545 -0.39019
C 0.45768 -0.08471 0.11070
N 0.01063 1.24069 0.11369
C -0.48806 1.68444 -1.19593
C 0.90298 2.21080 0.79097
O 1.57867 -0.38898 0.46418
H -2.35312 -0.33007 0.45201
H -1.52584 -1.44464 1.40387
H -0.80618 -0.79216 -1.34249
H -0.72508 -3.18114 -0.77055
H 0.38465 -2.86578 0.57607
H 0.82219 -2.57172 -1.15554
H -0.37768 2.75840 -1.34445
H -1.55253 1.46613 -1.29745
H 0.06170 1.28622 -2.02484
H 1.84308 1.72460 1.04657
H 1.18895 3.01896 0.11999
H 0.30923 2.60220 1.61356
*
```

The frontier orbital gap comes out at 9.541 eV. The SMILES is C[C@@H](N)C(=O)N(C)C. As for the lowest unoccupied orbital energy: 0.88 eV. The HOMO energy is -8.661 eV.

Results of the Mulliken charge analysis, in e, for atoms 1 through 5:
1. N -0.58
2. C 0.36
3. C -1.46
4. C 0.28
5. N 0.13

Least stable of them? (A).

(A)
# C5H12N2O

2 unconnected molecules or ions with the total composition C5H12N2O (the ωB97M-V functional and the def2-TZVPD basis, the OMol25 dataset).

```
! RIJCOSX wB97M-V def2-TZVPD def2/J DEFGRID3
* xyz 0 1
C -1.25510 0.01507 0.36348
C -1.09019 -1.11470 1.34619
C -2.18526 -0.28395 -0.78546
C 2.07958 -0.64339 -0.14136
C 1.35202 0.78366 -0.66343
N 1.68733 1.81089 0.15764
O -0.97094 1.17620 0.66684
N 0.79174 0.78662 -1.78446
H 0.94097 2.46939 0.34007
H 2.18713 1.58894 1.00356
H -0.04583 1.35129 -1.86883
H -2.06246 -1.53436 1.60096
H -0.59833 -0.76915 2.25256
H -0.48622 -1.88181 0.85984
H -3.20403 -0.35949 -0.40303
H -1.91919 -1.22625 -1.25979
H -2.20167 0.51840 -1.51922
H 2.05640 -0.78169 0.93923
H 3.12004 -0.40240 -0.36095
H 1.80400 -1.50328 -0.74383
*
```

The frontier orbital gap comes out at 9.407 eV. The SMILES is [H]/N=C(/C)N.CC(C)=O. As for the lowest unoccupied orbital energy: 0.79 eV. The HOMO energy is -8.619 eV.

Results of the Mulliken charge analysis, in e, for atoms 1 through 5:
1. C 1.12
2. C -1.34
3. C -1.26
4. C -1.35
5. C 0.50

(B)
# C5H12N2O

3 unconnected molecules or ions with the total composition C5H12N2O (the ωB97M-V functional and the def2-TZVPD basis, the OMol25 dataset).

```
! RIJCOSX wB97M-V def2-TZVPD def2/J DEFGRID3
* xyz 0 1
C -1.55540 0.06817 -2.04644
C -2.10064 0.66958 0.67747
O -1.53198 -0.96564 -1.35357
H -1.95392 -0.47814 0.10054
H -2.43631 0.32432 -2.64645
H -0.72043 0.77169 -2.08376
H -2.32940 1.05903 1.66441
H -2.89801 0.90265 -0.01199
H -1.11409 0.94514 0.34020
C 1.84492 -0.02814 1.81623
C 1.42536 -0.44069 0.43145
N 0.98038 -1.78067 0.29144
N 1.62283 1.17094 -1.51121
C 1.61226 0.35481 -0.58959
H 0.39541 -2.04946 1.07491
H 0.45936 -1.92012 -0.56679
H 2.46296 1.18599 -2.09362
H 0.98616 -0.06805 2.49232
H 2.23908 0.98629 1.82078
H 2.61147 -0.70773 2.19365
*
```

The frontier orbital gap comes out at 7.982 eV. The SMILES is CC(N)=C=N.C=O.C. As for the lowest unoccupied orbital energy: 0.34 eV. The HOMO energy is -7.644 eV.

Results of the Mulliken charge analysis, in e, for atoms 1 through 5:
1. C -0.21
2. C -1.12
3. O -0.49
4. H 0.36
5. H 0.30

Least stable of them? (B).